Entry 1:
Density functional theory data (wB97M-V/def2-TZVPD) for a 7-piece molecular cluster, C42H42 overall at a distorted geometry.

Properties
- Energy: -44232.829 eV
- LUMO energy: 0.656 eV
- HOMO energy: -9.006 eV
- Relative energy (zero: lowest compared OMol25 entry of this formula, charge and spin): 0.845 eV
- SMILES: c1ccccc1.c1ccccc1.c1ccccc1.c1ccccc1.c1ccccc1.c1ccccc1.c1ccccc1
- HOMO-LUMO gap: 9.66 eV
- Total charge: 0

Element x y z (Å)
C: 3.142 2.292 1.452
C: 2.387 1.861 2.480
C: 3.013 1.167 3.531
C: 4.324 0.956 3.546
C: 5.145 1.428 2.492
C: 4.575 2.051 1.369
H: 2.628 2.816 0.660
H: 1.332 2.087 2.530
H: 2.436 0.804 4.368
H: 4.885 0.339 4.233
H: 6.206 1.229 2.467
H: 5.145 2.436 0.537
C: 0.718 -5.451 -0.922
C: 0.235 -4.108 -0.759
C: -0.863 -3.565 -1.417
C: -1.604 -4.527 -2.042
C: -1.297 -5.866 -2.150
C: -0.094 -6.273 -1.580
H: 1.524 -5.905 -0.364
H: 0.807 -3.405 -0.171
H: -1.299 -2.586 -1.285
H: -2.473 -4.079 -2.500
H: -1.838 -6.632 -2.686
H: 0.031 -7.346 -1.583
C: -0.460 5.887 -5.278
C: -0.648 4.982 -6.327
C: -1.327 3.742 -6.170
C: -1.695 3.425 -4.862
C: -1.387 4.264 -3.780
C: -0.772 5.483 -3.970
H: -0.106 6.867 -5.561
H: -0.441 5.336 -7.327
H: -1.570 3.032 -6.947
H: -2.197 2.512 -4.576
H: -1.622 4.004 -2.758
H: -0.536 6.106 -3.120
C: -4.197 2.086 -1.959
C: -4.436 3.244 -2.717
C: -4.855 4.443 -2.130
C: -5.006 4.471 -0.753
C: -4.753 3.356 0.052
C: -4.392 2.164 -0.567
H: -3.868 1.190 -2.464
H: -4.302 3.215 -3.788
H: -4.949 5.365 -2.685
H: -5.264 5.401 -0.267
H: -4.662 3.408 1.127
H: -4.032 1.341 0.032
C: -2.677 -2.293 5.096
C: -2.458 -1.003 5.542
C: -1.401 -0.300 4.988
C: -0.694 -0.880 3.907
C: -0.920 -2.202 3.506
C: -1.916 -2.933 4.085
H: -3.485 -2.766 5.634
H: -2.978 -0.692 6.435
H: -1.043 0.655 5.343
H: 0.008 -0.279 3.349
H: -0.334 -2.501 2.649
H: -2.254 -3.895 3.730
C: 3.123 -2.492 2.787
C: 4.005 -2.213 1.724
C: 4.389 -3.266 0.880
C: 4.028 -4.574 1.202
C: 3.141 -4.909 2.211
C: 2.670 -3.840 2.986
H: 2.783 -1.696 3.434
H: 4.396 -1.233 1.493
H: 5.087 -3.069 0.080
H: 4.510 -5.377 0.663
H: 2.871 -5.954 2.226
H: 2.063 -4.047 3.855
C: 0.075 -0.234 -0.033
C: 1.412 -0.045 -0.245
C: 1.794 0.831 -1.277
C: 0.828 1.348 -2.182
C: -0.523 1.037 -1.965
C: -0.910 0.379 -0.804
H: -0.100 -0.841 0.843
H: 2.137 -0.515 0.403
H: 2.822 1.056 -1.519
H: 1.135 1.873 -3.075
H: -1.191 1.518 -2.663
H: -1.982 0.304 -0.704

In elementary charge units, the Löwdin charges are: number 1, C, carries -0.107; number 2, C, carries -0.105; number 3, C, carries -0.125; number 4, C, carries -0.126; number 5, C, carries -0.091; number 6, C, carries -0.049; number 7, H, carries 0.096; number 8, H, carries 0.107; number 9, H, carries 0.102; number 10, H, carries 0.108; number 11, H, carries 0.095; number 12, H, carries 0.093; number 13, C, carries -0.081; number 14, C, carries -0.061; number 15, C, carries -0.082; number 16, C, carries -0.125; number 17, C, carries -0.079; number 18, C, carries -0.141; number 19, H, carries 0.092; number 20, H, carries 0.081; number 21, H, carries 0.094; number 22, H, carries 0.098; number 23, H, carries 0.101; number 24, H, carries 0.103; number 25, C, carries -0.089; number 26, C, carries -0.092; number 27, C, carries -0.066; number 28, C, carries -0.113; number 29, C, carries -0.113; number 30, C, carries -0.088; number 31, H, carries 0.096; number 32, H, carries 0.091; number 33, H, carries 0.097; number 34, H, carries 0.082; number 35, H, carries 0.096; number 36, H, carries 0.100; number 37, C, carries -0.088; number 38, C, carries -0.109; number 39, C, carries -0.086; number 40, C, carries -0.099; number 41, C, carries -0.086; number 42, C, carries -0.098; number 43, H, carries 0.096; number 44, H, carries 0.087; number 45, H, carries 0.103; number 46, H, carries 0.096; number 47, H, carries 0.100; number 48, H, carries 0.088; number 49, C, carries -0.096; number 50, C, carries -0.107; number 51, C, carries -0.081; number 52, C, carries -0.087; number 53, C, carries -0.110; number 54, C, carries -0.077; number 55, H, carries 0.095; number 56, H, carries 0.101; number 57, H, carries 0.095; number 58, H, carries 0.077; number 59, H, carries 0.086; number 60, H, carries 0.102; number 61, C, carries -0.068; number 62, C, carries -0.092; number 63, C, carries -0.084; number 64, C, carries -0.121; number 65, C, carries -0.098; number 66, C, carries -0.080; number 67, H, carries 0.077; number 68, H, carries 0.084; number 69, H, carries 0.098; number 70, H, carries 0.098; number 71, H, carries 0.101; number 72, H, carries 0.091; number 73, C, carries -0.108; number 74, C, carries -0.095; number 75, C, carries -0.080; number 76, C, carries -0.066; number 77, C, carries -0.090; number 78, C, carries -0.078; number 79, H, carries 0.084; number 80, H, carries 0.087; number 81, H, carries 0.094; number 82, H, carries 0.097; number 83, H, carries 0.067; number 84, H, carries 0.082

Entry 2:
Density functional theory data (wB97M-V/def2-TZVPD) for C42H42BiClN10O3P2S as an isolated structure.

Properties
- Energy: -113047.059 eV
- LUMO energy: -5.159 eV
- HOMO energy: -12.358 eV
- Relative energy (zero: lowest compared OMol25 entry of this formula, charge and spin): 0.118 eV
- HOMO-LUMO gap: 7.20 eV
- Total charge: +2

Element x y z (Å)
Bi: 0.590 -0.013 0.152
N: 3.126 1.296 0.800
N: 3.190 2.072 1.961
C: 2.232 2.022 2.905
N: 2.449 2.780 3.982
S: 0.811 1.098 2.833
H: 3.593 0.401 0.938
H: 3.570 1.811 0.050
H: 4.087 2.465 2.210
H: 3.263 3.364 4.088
H: 1.765 2.780 4.718
N: 0.326 -2.264 -2.516
P: 1.822 -1.500 -2.237
C: 3.036 -2.787 -2.580
C: 3.232 -3.248 -3.884
C: 4.129 -4.275 -4.124
C: 4.844 -4.832 -3.070
C: 4.667 -4.365 -1.777
C: 3.763 -3.342 -1.528
C: 2.026 -0.306 -3.593
C: 3.173 0.492 -3.574
C: 3.346 1.493 -4.516
C: 2.371 1.709 -5.485
C: 1.232 0.918 -5.510
C: 1.057 -0.086 -4.564
P: -0.988 -1.734 -1.603
C: -2.248 -1.130 -2.756
C: -2.322 -1.615 -4.061
C: -3.309 -1.160 -4.919
C: -4.236 -0.223 -4.481
C: -4.179 0.253 -3.180
C: -3.187 -0.198 -2.321
C: -1.717 -3.245 -0.925
C: -3.088 -3.315 -0.677
C: -3.638 -4.473 -0.151
C: -2.828 -5.568 0.116
C: -1.462 -5.500 -0.123
C: -0.903 -4.337 -0.629
H: 0.264 -3.070 -3.128
H: 2.697 -2.794 -4.710
H: 4.281 -4.634 -5.133
H: 5.551 -5.628 -3.264
H: 5.239 -4.791 -0.964
H: 3.634 -2.958 -0.523
H: 3.946 0.313 -2.832
H: 4.242 2.098 -4.506
H: 2.509 2.486 -6.225
H: 0.478 1.076 -6.271
H: 0.159 -0.689 -4.583
H: -1.616 -2.358 -4.412
H: -3.362 -1.544 -5.930
H: -5.007 0.128 -5.153
H: -4.909 0.972 -2.831
H: -3.161 0.161 -1.300
H: -3.734 -2.480 -0.918
H: -4.703 -4.528 0.031
H: -3.263 -6.478 0.507
H: -0.831 -6.354 0.084
H: 0.164 -4.285 -0.805
N: -1.865 -1.286 2.438
C: -2.302 -0.110 2.014
N: -3.314 0.439 2.676
C: -3.740 1.613 2.229
N: -4.725 2.221 2.881
N: -3.248 2.247 1.130
C: -2.250 1.648 0.545
N: -1.698 0.475 0.927
C: -1.714 2.316 -0.681
C: -2.394 3.377 -1.256
C: -1.895 3.927 -2.426
C: -0.730 3.413 -2.973
C: -0.100 2.367 -2.323
N: -0.588 1.825 -1.207
H: -2.276 -1.673 3.274
H: -1.104 -1.788 1.999
H: -5.121 1.788 3.697
H: -5.069 3.107 2.555
H: -3.294 3.743 -0.787
H: -2.410 4.750 -2.903
H: -0.309 3.813 -3.885
H: 0.821 1.946 -2.711
C: -1.345 -5.373 3.754
C: -0.928 -4.044 4.311
C: -1.676 -3.396 5.283
C: -1.270 -2.171 5.801
Cl: -2.246 -1.381 6.995
C: -0.098 -1.584 5.368
C: 0.667 -2.222 4.399
C: 0.249 -3.432 3.869
O: 0.941 -4.118 2.902
C: 2.051 -3.488 2.333
C: 1.729 -2.246 1.524
O: 0.514 -2.070 1.135
O: 2.631 -1.463 1.205
H: -2.304 -5.680 4.166
H: -0.605 -6.139 3.992
H: -1.425 -5.326 2.668
H: -2.587 -3.853 5.650
H: 0.222 -0.638 5.781
H: 1.587 -1.750 4.079
H: 2.491 -4.205 1.635
H: 2.819 -3.232 3.068

Atom charges from the Löwdin analysis, given in e for atoms 1 to 99: number 1, Bi, carries 1.657; number 2, N, carries -0.025; number 3, N, carries -0.061; number 4, C, carries -0.805; number 5, N, carries 0.118; number 6, S, carries 0.659; number 7, H, carries 0.076; number 8, H, carries 0.104; number 9, H, carries 0.161; number 10, H, carries 0.126; number 11, H, carries 0.108; number 12, N, carries -0.381; number 13, P, carries 0.895; number 14, C, carries -0.364; number 15, C, carries -0.081; number 16, C, carries -0.056; number 17, C, carries -0.053; number 18, C, carries -0.062; number 19, C, carries -0.091; number 20, C, carries -0.402; number 21, C, carries -0.111; number 22, C, carries -0.068; number 23, C, carries -0.066; number 24, C, carries -0.067; number 25, C, carries -0.098; number 26, P, carries 0.893; number 27, C, carries -0.361; number 28, C, carries -0.093; number 29, C, carries -0.055; number 30, C, carries -0.054; number 31, C, carries -0.058; number 32, C, carries -0.111; number 33, C, carries -0.348; number 34, C, carries -0.079; number 35, C, carries -0.057; number 36, C, carries -0.066; number 37, C, carries -0.073; number 38, C, carries -0.096; number 39, H, carries 0.089; number 40, H, carries 0.110; number 41, H, carries 0.116; number 42, H, carries 0.116; number 43, H, carries 0.113; number 44, H, carries 0.080; number 45, H, carries 0.106; number 46, H, carries 0.113; number 47, H, carries 0.114; number 48, H, carries 0.114; number 49, H, carries 0.078; number 50, H, carries 0.103; number 51, H, carries 0.116; number 52, H, carries 0.116; number 53, H, carries 0.113; number 54, H, carries 0.082; number 55, H, carries 0.101; number 56, H, carries 0.114; number 57, H, carries 0.117; number 58, H, carries 0.117; number 59, H, carries 0.097; number 60, N, carries 0.235; number 61, C, carries -0.448; number 62, N, carries 0.200; number 63, C, carries -0.415; number 64, N, carries 0.205; number 65, N, carries 0.193; number 66, C, carries -0.324; number 67, N, carries -0.014; number 68, C, carries -0.232; number 69, C, carries 0.017; number 70, C, carries -0.011; number 71, C, carries -0.014; number 72, C, carries -0.107; number 73, N, carries -0.036; number 74, H, carries 0.114; number 75, H, carries 0.063; number 76, H, carries 0.126; number 77, H, carries 0.122; number 78, H, carries 0.120; number 79, H, carries 0.125; number 80, H, carries 0.119; number 81, H, carries 0.093; number 82, C, carries -0.007; number 83, C, carries -0.193; number 84, C, carries -0.065; number 85, C, carries -0.681; number 86, Cl, carries 0.688; number 87, C, carries -0.114; number 88, C, carries -0.032; number 89, C, carries -0.235; number 90, O, carries -0.016; number 91, C, carries -0.091; number 92, C, carries -0.660; number 93, O, carries -0.276; number 94, O, carries -0.096; number 95, H, carries 0.088; number 96, H, carries 0.099; number 97, H, carries 0.061; number 98, H, carries 0.120; number 99, H, carries 0.103